Computed, not measured: 2 unconnected molecules or ions with the total composition C3H6N3 at a distorted geometry, with ωB97M-V with the def2-TZVPD basis set.

Geometry as XYZ:
```
12
C3H6N3 ωB97M-V with the def2-TZVPD basis set
C -4.11824 0.55771 0.21425
C 2.22917 0.65238 0.02126
C -0.73750 -1.15922 -0.37173
N 1.30456 -0.09691 -0.73146
N 0.38242 -0.74252 -0.37611
N -3.15918 0.16295 -0.21202
H -4.97424 0.71460 0.95614
H 1.70552 1.56964 0.24288
H 3.07984 0.93208 -0.68300
H 2.48994 0.04597 0.96510
H -1.80609 -0.61710 -0.54756
H -1.26021 -2.06485 0.00799
```

- Frontier orbital gap (spin up / spin down): 8.59 / 7.61 eV
- LUMO (spin up / spin down): -0.13848 / -0.28802 Eh
- <S²>: 2.016
- HOMO (spin up / spin down): -12.36 / -15.44 eV
- Calculated total energy: -281.6493 a.u.
- Total charge: +1
- Spin multiplicity: 3

***

Computed, not measured: a molecular structure, C18H16AsBBrCsF9Mg2N2O13 at a distorted geometry, with ωB97M-V with the def2-TZVPD basis set.

Geometry as XYZ:
```
64
C18H16AsBBrCsF9Mg2N2O13 ωB97M-V with the def2-TZVPD basis set
C 1.51214 -2.67011 2.51846
C 0.24916 -3.51553 2.38155
C -1.02191 -2.95742 2.04746
C -1.14318 -1.46051 1.77165
B -2.52006 -0.78314 2.25617
O -2.59059 0.58467 2.25937
O -3.64139 -1.47294 2.71332
C -2.09405 -3.83725 1.95474
C -2.01036 -5.21796 2.16480
C -0.76350 -5.73895 2.46047
C 0.38025 -4.86443 2.58800
C 1.59648 -5.70142 2.94172
O 2.63800 -5.42222 3.45975
N 1.19490 -7.05618 2.50251
F 1.23271 -6.85401 1.09160
C -0.25581 -7.20178 2.70905
O -0.80089 -8.22439 3.02040
H 1.41888 -1.98155 3.36635
H 2.38223 -3.31146 2.67153
H 1.60660 -2.09663 1.58574
H -1.02620 -1.26279 0.68848
H -0.32786 -0.84555 2.26117
H -1.90861 0.92461 1.64918
H -3.63941 -1.54427 3.67417
H -3.07314 -3.43201 1.70393
H -2.88873 -5.86310 2.08085
F -0.88949 4.19027 0.07747
As -1.55390 3.06553 -1.07682
F 0.01248 2.90479 -1.82189
F -1.94524 4.38345 -2.15371
F -2.21628 1.92571 -2.22339
F -3.11699 3.21152 -0.31949
F -1.15908 1.72784 0.01257
C -1.36447 4.62521 -5.86117
N -0.49362 5.37864 -4.92737
O -0.54306 6.58970 -4.97122
O 0.21074 4.71979 -4.18800
H -1.92915 5.33574 -6.45587
H -0.72007 4.01711 -6.49021
H -2.02502 4.00591 -5.25918
Mg -0.62466 -6.61087 4.92138
F -4.25487 -6.94626 2.00799
Mg 1.08044 0.61075 2.62762
F -3.19560 -7.61470 0.70926
Br -0.02314 7.95059 -7.04834
C -4.00327 -9.66603 3.34052
O -3.57302 -8.64462 3.86683
O -4.01063 -10.80413 3.87363
O -4.50437 -9.74365 2.18962
C 2.54803 5.77795 -2.22119
C 2.68826 5.80553 -0.88759
C 4.03237 5.67247 -0.23540
O 4.11057 5.72318 0.97831
C 5.19772 5.48291 -1.09389
C 5.05412 5.45263 -2.42167
C 3.71252 5.61304 -3.07299
O 3.65033 5.59501 -4.29062
O 6.09188 5.27913 -3.24765
O 1.64869 5.95325 -0.07338
H 1.58396 5.87285 -2.70529
H 6.15956 5.37081 -0.61309
H 5.71086 5.29814 -4.14603
H 2.01160 5.93998 0.83036
Cs 2.13616 8.35717 -8.15252
```

- Frontier orbital gap: 2.00 eV
- LUMO: -0.10968 Eh
- HOMO: -4.98 eV
- Calculated total energy: -7936.5251 a.u.
- Total charge: -1

***

Computed, not measured: 2 unconnected molecules or ions with the total composition C5H10O3 at a distorted geometry, with ωB97M-V with the def2-TZVPD basis set.

Geometry as XYZ:
```
18
C5H10O3 ωB97M-V with the def2-TZVPD basis set
C -1.02848 1.40870 -1.10556
O 0.06321 0.58337 -0.75566
C 1.09851 0.79705 0.24669
C 2.45139 0.63454 -0.37011
O 0.85875 1.42834 1.25351
H -1.55748 0.88600 -1.90881
H -1.68495 1.54574 -0.24188
H -0.72692 2.39544 -1.46277
H 3.16568 1.19988 0.23685
H 2.53508 0.96163 -1.40673
H 2.77397 -0.40855 -0.35214
C -2.08513 -1.97189 0.52417
C -1.04524 -1.23177 0.90159
O 0.33096 -1.59483 0.55344
H -2.01225 -2.69398 -0.28023
H -3.00090 -1.94814 1.10199
H -1.06972 -0.59755 1.77853
H 0.93352 -1.39398 1.28713
```

- Frontier orbital gap: 10.14 eV
- LUMO: 0.03123 Eh
- HOMO: -9.29 eV
- SMILES string: COC(C)=O.C=CO
- Calculated total energy: -422.1511 a.u.

***

Computed, not measured: a molecular structure, C5H6N2O at a distorted geometry, with ωB97M-V with the def2-TZVPD basis set.

Geometry as XYZ:
```
14
C5H6N2O ωB97M-V with the def2-TZVPD basis set
C 1.62701 1.03341 0.35854
C -1.53307 -0.96232 0.51725
C -0.39147 -1.05917 -0.44846
C 0.36630 0.93269 -0.47432
N -0.06950 1.87751 -1.18357
C 1.53912 -0.41290 0.44207
O -0.35503 -1.58275 -1.51085
N 1.26897 -1.56353 0.51181
H -0.98152 1.66721 -1.59710
H 2.51449 1.40362 -0.16299
H 1.48152 1.50539 1.33459
H -1.91223 -1.97090 0.69662
H -2.32428 -0.36596 0.06417
H -1.23032 -0.50232 1.45224
```

- Frontier orbital gap: 8.58 eV
- LUMO: 0.02027 Eh
- HOMO: -8.03 eV
- Calculated total energy: -378.7183 a.u.